Run 1
Formula: C2H2OS2
Source: the Open Molecules 2025 dataset
Level of theory: ωB97M-V with the def2-TZVPD basis set

Cartesian coordinates (Å):
O -0.177 1.546 0.034
C -0.582 0.317 0.009
S -2.041 -0.382 -0.046
C 0.524 -0.694 0.112
S 2.096 -0.226 -0.061
H 0.681 1.369 0.250
H 0.204 -1.744 0.469

Output
- HOMO energy (Ha) = -0.342
- spin multiplicity = 1
- total charge = 0
- LUMO level (eV) = -1.96
- SMILES string = OC(=S)C=S

=====

Run 2
Formula: C2H2OS2
Source: the Open Molecules 2025 dataset
Level of theory: ωB97M-V with the def2-TZVPD basis set

Cartesian coordinates (Å):
C -0.073 0.189 0.818
C 0.274 -0.754 -0.226
O -1.351 0.711 -1.634
S 1.237 0.670 1.866
S -0.232 -0.208 -1.718
H -1.074 0.648 0.927
H 1.218 -1.257 -0.033

Output
- HOMO energy (Ha) = -0.334
- spin multiplicity = 1
- total charge = 0
- LUMO level (eV) = -1.96

=====

Pick the most stable structure from those above. Pick: run 1